DFT (wB97M-V/def2-TZVPD) results for a molecular structure, C43H53BrF5N10O4RbS2Te.

Multiplicity: 1
HOMO level in eV: -2.93
Energy in hartree: -6680.93372
Energy relative to the best compared isomer or geometry (same formula, charge and spin) in kcal per mole: 60.1
Net charge: -2
Molecular weight in g/mol: 1226.1
E_LUMO in eV: 3.571

Last column: Löwdin charge in e.
Element x y z (Å)
C (-1.031, 2.774, -2.124)  -0.2947
C (3.207, 3.705, -2.071)  -0.1678
C (4.730, -4.854, -2.546)  -0.2898
O (1.384, 1.993, 0.500)  -0.1063
N (0.079, 0.836, 3.174)  -0.0697
C (2.127, -1.479, -1.750)  -0.6612
H (-0.820, 5.671, -0.724)  0.1102
C (1.811, -3.042, -4.175)  -0.0300
C (-1.861, -4.409, -0.999)  -0.7619
H (1.612, -0.629, 1.256)  0.0850
H (-3.984, -2.129, -0.650)  0.0618
H (-3.891, 5.329, 5.925)  0.1067
H (1.754, 5.554, 4.165)  0.1071
Te (-4.420, 1.089, -1.604)  1.7968
C (0.098, 6.035, 5.478)  -0.0993
H (-2.728, -1.688, -2.440)  0.0580
H (3.615, -5.051, -4.368)  0.1063
C (-0.057, 4.736, 3.430)  -0.2201
H (-0.177, 1.209, 5.256)  0.1121
H (3.451, -2.596, 0.920)  0.0696
H (4.001, -1.196, 0.020)  0.0877
N (-0.384, 3.953, -1.930)  0.1359
N (-2.745, -3.546, -1.502)  -0.1621
N (-1.124, 0.561, -3.180)  0.1248
H (-4.050, -3.765, 0.108)  0.0251
H (0.563, 4.170, -2.202)  0.1259
C (-2.037, 5.140, 4.830)  -0.1679
H (-1.084, -1.050, 4.929)  0.0562
H (0.334, 1.693, 2.695)  0.0693
O (1.132, -1.676, -1.012)  -0.0514
H (0.310, -6.183, -0.783)  0.0608
H (0.851, -2.949, -3.661)  0.0637
C (3.737, -4.485, -3.447)  -0.0329
C (3.032, -2.682, -2.014)  -0.0609
C (1.148, -0.128, 3.301)  -0.2096
S (-2.721, -0.653, 3.231)  0.8639
H (-4.841, -3.449, -1.460)  0.0958
H (-1.451, -2.804, -2.971)  0.0685
N (-2.157, 2.749, -1.442)  0.0176
F (-5.509, 2.588, -1.962)  -0.3937
C (1.935, 2.943, -0.092)  -0.4068
H (-1.378, 1.891, 4.162)  0.0890
C (-3.463, 3.699, 2.983)  -0.1171
C (-0.754, 1.014, 4.329)  -0.3020
H (-2.645, -2.573, 1.905)  0.0352
H (1.364, 2.467, -3.554)  0.1238
H (-2.306, 0.075, 5.478)  0.0608
H (-3.138, -3.043, -3.511)  0.0964
C (-0.674, -2.594, 2.752)  -0.2933
O (-3.300, -0.153, -0.976)  -0.7591
C (2.890, -3.412, -3.195)  -0.2222
C (-3.419, 4.922, 5.037)  -0.0343
N (-0.764, -4.679, -1.834)  -0.2338
F (-5.226, -0.078, -2.893)  -0.4297
F (-3.706, 1.715, -3.245)  -0.3991
H (2.022, -2.072, -4.628)  0.0754
H (1.000, -0.675, 4.239)  0.0993
H (-5.185, 3.998, 4.258)  0.0993
H (-0.550, -3.655, 2.499)  0.0788
S (-2.018, -5.171, 0.497)  0.6376
C (3.059, 5.047, -1.662)  -0.7315
H (5.180, -2.391, 0.597)  0.0721
C (1.162, 4.785, 1.497)  -0.1116
Rb (-0.935, 0.396, 0.048)  0.8268
H (6.610, -5.899, -2.386)  0.0665
C (5.616, -6.043, -2.813)  -0.0731
H (5.730, -6.217, -3.885)  0.0657
O (2.511, -0.410, -2.264)  -0.0087
H (1.235, -5.185, -1.940)  0.0750
F (-4.232, 2.068, 0.043)  -0.4285
N (-2.189, 3.884, 2.756)  0.1440
C (-1.668, -0.181, 4.629)  -0.4700
H (2.133, 0.352, 3.389)  0.1184
H (-0.266, -5.420, -3.718)  0.0802
C (-1.142, 4.705, -1.068)  -0.0749
H (0.738, -4.495, -0.396)  0.0756
C (2.678, 2.696, -1.317)  -0.0218
H (1.179, 5.880, 1.628)  0.1227
H (0.721, 6.595, 6.166)  0.0935
N (0.518, 4.083, 2.348)  0.1281
C (-2.494, -2.724, -2.685)  -0.0315
C (-2.178, -2.350, 2.867)  -0.4776
C (4.024, -3.034, -1.101)  -0.2006
C (-4.130, 4.199, 4.126)  -0.0510
C (-0.523, 1.705, -2.973)  -0.2991
H (3.751, 3.481, -2.983)  0.0959
H (1.610, 0.438, -5.020)  0.1071
F (-5.991, 0.497, -0.704)  -0.4251
Br (3.805, 6.446, -2.729)  0.6322
N (0.618, 1.812, -3.717)  0.1275
C (4.860, -4.112, -1.380)  -0.0227
H (1.719, -3.791, -4.964)  0.0724
H (-1.981, -5.045, -3.515)  0.0733
C (4.180, -2.260, 0.180)  -0.0241
H (5.636, -4.374, -0.666)  0.1078
N (-0.034, -1.729, 1.786)  -0.1311
C (1.237, -1.131, 2.149)  -0.2384
H (-4.005, 3.119, 2.242)  0.1006
H (-3.064, 4.165, -0.136)  0.0946
C (-3.989, -3.206, -0.818)  -0.0562
H (-2.606, -3.043, 3.596)  0.0710
C (-2.233, 3.948, -0.781)  -0.1143
C (-1.232, 5.878, 5.734)  -0.0677
H (-1.305, -6.504, -2.760)  0.0892
H (-1.688, 6.303, 6.621)  0.0990
H (-0.606, -1.087, -4.436)  0.0905
C (-1.104, -5.453, -3.018)  -0.0735
H (0.063, -2.172, 0.879)  0.0641
H (5.200, -6.954, -2.375)  0.0727
H (-0.201, -2.456, 3.728)  0.0942
C (0.688, 5.463, 4.331)  -0.0314
H (2.327, 6.371, -0.166)  0.0974
C (0.442, -5.174, -1.192)  -0.1182
C (1.868, 4.330, 0.323)  -0.1555
C (0.743, 0.645, -4.420)  -0.1000
C (-1.464, 4.580, 3.667)  -0.1708
H (2.756, 1.655, -1.621)  0.0899
H (1.997, -1.882, 2.437)  0.1052
C (-0.347, -0.101, -4.089)  -0.1323
C (2.422, 5.337, -0.485)  -0.1394

Forces on atoms 1 to 6 (eV/Å):
0.037 0.130 0.065
0.004 0.000 0.016
-0.005 -0.003 0.003
-0.065 0.071 0.327
-0.072 -0.112 -0.157
0.207 0.148 0.302